[1]
13
Properties=species:S:1:pos:R:3 method="wB97M-V/def2-TZVPD" homo_energy_ev=-8.8749 e_above_lowest_ev=2.042 homo_lumo_gap_ev=9.76 energy_ev=-6323.125 smiles="C/C=C/CO"
O -0.43959 -2.55342 -1.12562
C 0.39472 -1.53373 -0.60092
C -0.05799 -0.18924 -0.52141
C -0.29143 1.98517 0.82772
C 0.52917 0.74085 0.34467
H -0.44777 2.14107 1.93476
H -1.06644 -2.75769 -0.40365
H 0.86620 -1.74634 0.33266
H -1.35148 1.87037 0.31193
H 1.22226 -1.51400 -1.30336
H 1.31946 0.44375 0.91697
H -0.84544 0.19614 -1.24478
H 0.16832 2.91705 0.53103

[2]
52
Properties=species:S:1:pos:R:3 method="wB97M-V/def2-TZVPD" total_charge=+1 homo_energy_ev=-12.9459 homo_lumo_gap_ev=6.45 energy_ev=-299043.545
Cl 0.16423 7.10426 4.92153
Cl 4.69921 2.03802 -1.83862
Cl 6.70254 3.35103 -3.49034
Cl 5.18324 4.90476 2.09939
Cl 0.25624 -1.52584 -3.87176
Cl 0.34733 -0.26381 -1.25175
Cl 2.67784 -1.37836 -5.82935
Cl 4.66306 1.68417 -4.72634
Cl 2.41971 5.79779 1.92310
Cl 0.59116 -1.37714 -7.85701
Cl 1.64904 5.20904 6.55525
Cl 2.59107 -3.49018 -7.82880
Cl 0.98343 1.28130 -3.63365
Cl 3.93693 4.25166 -3.56600
Cl 3.34172 -0.78691 -8.59971
Cl -1.25925 5.13228 6.51855
Cl 2.81482 -0.77984 -2.70446
Cl 3.36031 3.63279 0.22202
Cl 0.24776 4.29323 4.17546
Cl 3.03856 3.20148 3.08138
F -3.69291 -4.33898 0.07862
F -4.76644 -0.68296 2.58869
F -3.41808 -0.61054 -0.02238
F -3.32335 -3.28112 2.31391
F -6.06336 -3.98010 1.17286
F -7.09955 -1.08983 1.96917
F -2.62474 -2.44733 -1.32851
F -5.88510 -2.16439 -0.35859
F -6.01858 -2.68444 3.37620
O 1.15375 1.23584 1.43668
O 0.13554 2.99723 1.50059
N 1.59720 -0.99286 1.83442
N 0.34055 1.98695 2.19874
N 0.70658 -0.06427 1.39111
C -0.69747 -4.55867 1.07983
C 0.20045 5.43475 5.54272
C -3.74295 -3.06360 0.88790
C 1.10041 -0.32205 -2.86543
C 3.50042 4.38419 1.83144
C -1.05149 -5.92497 0.87751
C -5.34735 -2.66696 0.95338
C -2.80440 -1.98741 0.09097
C -0.27696 -2.98155 1.19545
C -5.75608 -1.72663 2.23741
C 1.19302 -2.42448 1.76764
C 2.30045 -1.75814 -7.52877
C 5.00048 2.83120 -3.40533
C -1.30730 -1.75611 0.71195
C -0.69629 -0.20534 0.85398
H 1.93351 -3.27947 2.13587
H -1.32275 0.75399 0.52127
H -1.67611 -6.91166 0.66178

[3]
88
Properties=species:S:1:pos:R:3 method="wB97M-V/def2-TZVPD" homo_energy_ev=-8.1583 homo_lumo_gap_ev=8.24 energy_ev=-154568.574
Ge -2.90580 -1.34605 0.13023
Cu -0.51907 -1.70134 -0.21632
O -1.47127 -1.17280 1.36252
O 0.79893 -1.48233 -1.49406
O 0.42706 1.95873 1.37685
O 1.08762 2.09944 -0.75246
C 3.27911 -1.77155 -0.48892
C -1.06869 1.07749 5.38342
C -1.06903 0.43928 3.05329
C 3.01820 1.43369 -4.46543
C 4.85389 0.32861 0.39121
C -0.57704 3.68416 -0.01100
C -4.28918 2.74416 -1.77288
C -2.30238 1.07084 2.91561
C 1.78862 -3.14934 2.89484
C 0.67402 2.88536 0.34471
C -2.98756 -5.22980 -1.46560
C 4.52928 -2.01942 0.06062
C 1.46216 -0.26264 -1.33203
C 1.72254 0.30599 -2.76442
C 3.07806 -1.13289 2.96633
C -2.25229 -5.15032 -2.64399
C -4.41010 1.11938 -0.00607
C -3.13971 -4.10351 -0.67420
C -1.82911 -2.81891 -2.23116
C 3.60413 0.57591 -0.16198
C 1.99410 -0.41778 2.48513
C 0.48218 0.81072 -0.69014
C 5.32528 -0.97096 0.50063
C -1.67155 -3.94755 -3.02177
C 0.81723 0.66148 -4.98859
C 0.69527 0.16569 -3.69842
C -0.45939 0.45028 4.30296
C -2.92360 0.76872 -1.86736
C 2.79949 -0.47136 -0.61266
C 1.79777 3.80530 0.77727
C -2.90873 1.69880 3.99014
C -0.44482 -0.25082 1.81614
C -3.44250 0.34511 -0.64404
C -2.57081 -2.88454 -1.05022
C -2.29331 1.70667 5.23422
C 2.89058 0.94247 -3.17276
C -0.21384 0.86385 0.75093
C 0.78623 -1.05982 2.21179
C 1.98243 1.30327 -5.37786
C 2.98111 -2.50263 3.16950
C -3.33936 1.96872 -2.42579
C -4.82993 2.31725 -0.56611
C 0.69293 -2.43092 2.43204
H -2.18557 0.16939 -2.38606
H -1.23962 1.16741 0.51426
H 4.88371 -3.04054 0.14389
H -1.08176 -3.88753 -3.92742
H -2.76592 2.19693 6.07614
H -0.92406 4.23626 0.86376
H -2.91841 2.29515 -3.36874
H 0.49470 -0.03732 4.44661
H -2.79960 1.08286 1.95701
H -3.78647 -1.76325 1.29999
H 1.46757 4.40227 1.62777
H -3.43603 -6.16751 -1.16322
H 2.66799 3.22128 1.07598
H 2.65368 -2.58060 -0.83917
H -4.61274 3.68118 -2.20834
H 6.30312 -1.16653 0.92501
H 3.26017 1.59159 -0.27329
H -0.57724 1.07007 6.34906
H 0.00319 0.53569 -5.69484
H 3.72173 1.05036 -2.49091
H -0.24746 -2.93783 2.26208
H -3.70745 -4.17148 0.24836
H -2.12596 -6.03034 -3.26188
H 3.94074 1.91954 -4.76094
H 5.46382 1.15955 0.72791
H 3.83453 -3.05988 3.53624
H -0.32365 4.38647 -0.80557
H 2.06791 4.46855 -0.04432
H -1.33273 -1.89960 -2.51615
H 2.07533 0.65052 2.33683
H -5.57782 2.91557 -0.06131
H -4.83447 0.78776 0.93545
H 2.08603 1.68810 -6.38563
H 4.00821 -0.61824 3.17012
H 1.69819 -4.21751 3.05165
H -3.86778 2.18734 3.85677
H -1.38994 3.04913 -0.37406
H -0.35097 0.78185 -1.39820
H -0.19419 -0.37075 -3.39896

[4]
50
Properties=species:S:1:pos:R:3 method="wB97M-V/def2-TZVPD" homo_energy_ev=-5.5910 e_above_lowest_ev=0.000 homo_lumo_gap_ev=5.02 energy_ev=-28189.839
O -4.39234 2.18410 2.42715
O -3.89604 1.40049 0.40952
O -2.41802 -2.44112 -1.58043
O 2.58858 4.30205 2.36537
O 1.61967 0.28866 -0.59557
O 1.70943 -1.82854 -1.02072
N -0.08805 -3.29102 -2.98256
N 4.10335 2.00239 1.08089
C 3.24982 1.47841 3.47827
C -0.02677 -1.08313 0.40292
C -1.19518 -3.71998 -5.01071
C -3.46094 -2.24833 -0.62594
C -2.36055 1.09542 2.07095
C 1.20453 -0.89306 -0.48315
C -1.39004 -2.93557 -3.74716
C 2.86901 1.84685 1.99241
C 1.74609 5.43845 2.26245
C -2.66407 -3.08129 -2.80981
C 1.91198 3.06842 1.94128
C -3.66095 1.66720 1.60712
H 3.78698 0.53166 3.53493
H -1.88532 0.31796 1.47278
H 4.54114 1.14536 0.77439
H -0.89599 -0.85881 -0.21533
H 0.92698 5.30816 2.96969
H 0.05738 -0.56352 1.35739
H 3.87998 2.34419 3.68183
H 2.46992 1.37329 4.23245
H -0.20723 -3.34556 -1.98110
H 1.69779 3.24589 0.88737
H 0.67445 -2.67599 -3.22839
H 3.91449 2.38977 0.16746
H -1.36019 -4.78494 -4.84723
H -2.46564 0.60986 3.04115
H -4.08344 -3.10224 -0.35867
H 4.79655 2.65834 1.41150
H -3.61455 -2.89300 -3.30905
H -1.60857 1.87874 2.16605
H 1.05762 2.84616 2.58063
H 2.48183 6.20400 2.50884
H 1.34408 5.53418 1.25382
H 2.48159 1.00558 1.41772
H -4.07672 -1.38918 -0.89199
H -2.01243 -3.38618 -5.65006
H -1.23985 -1.86793 -3.90749
H 0.13940 -4.25547 -3.17798
H -0.34460 -3.49172 -5.65298
H -2.75602 -4.11570 -2.47869
H -3.01009 -1.81745 0.26803
H -0.13913 -2.09567 0.79052

[5]
8
Properties=species:S:1:pos:R:3 method="wB97M-V/def2-TZVPD" multiplicity=3 homo_energy_ev="-5.4912 / -12.8206" s2=2.02 e_above_lowest_ev=2.023 homo_lumo_gap_ev="5.86 / 8.75" energy_ev=-8927.360
F 0.71154 2.27704 -0.21656
O -2.69615 -0.26819 -0.07881
O -0.48570 -0.83471 -0.52124
C -1.56808 -0.41638 -0.31759
C 0.84936 -0.31476 0.16697
H 0.83466 -0.96195 1.03338
H 0.72052 0.81935 0.39816
H 1.63385 -0.30041 -0.46431